a) Computed, not measured: 2 unconnected molecules or ions with the total composition C2H9N2OP, with ωB97M-V/def2-TZVPD.

Summary:
Kohn-Sham gap, eV: 9.70
E_LUMO, eV: 0.0
Net charge: 0
Multiplicity: 1

Each line ends with the natural charge from an NBO analysis.
Cartesian coordinates (Å):
C 0.849 1.382 -0.727  -0.605
C 1.102 0.180 0.151  -0.311
N 0.220 -0.842 -0.255  -0.126
N 0.471 -2.083 -0.324  -0.308
O -2.060 0.943 0.614  -1.113
P -2.252 -0.391 0.035  1.400
H 0.766 0.996 -1.754  0.204
H -0.037 1.877 -0.493  0.245
H 1.666 2.117 -0.772  0.216
H 2.156 -0.083 0.176  0.181
H 1.028 0.458 1.177  0.240
H -2.087 -0.415 -1.322  -0.101
H 1.400 -2.524 -0.060  0.304
H -1.779 -1.501 0.696  -0.075
H -3.519 -0.726 -0.172  -0.150

=====

b) Computed, not measured: 2 unconnected molecules or ions with the total composition C2H9N2OP, with ωB97M-V/def2-TZVPD.

Summary:
Kohn-Sham gap (alpha / beta), eV: 6.69 / 9.14
E_LUMO (alpha / beta), eV: -0.8 / 0.9
Net charge: 0
Multiplicity: 1

Each line ends with the natural charge from an NBO analysis.
Cartesian coordinates (Å):
C -1.625 0.212 -0.793  -0.086
C -0.978 -0.601 0.355  -0.741
N 2.472 0.765 0.473  -0.549
N 2.261 0.501 -0.774  -0.437
O -2.502 1.137 -0.225  -0.698
P 0.086 -1.963 -0.316  0.332
H -1.930 -0.636 -1.478  0.166
H -0.733 0.610 -1.279  0.174
H -1.945 -0.893 0.921  0.231
H -0.582 -0.012 1.057  0.212
H 2.290 1.643 0.913  0.366
H 2.924 0.152 1.088  0.346
H 2.439 -0.488 -0.843  0.304
H -3.201 1.180 -0.821  0.471
H 1.079 -1.855 0.592  -0.091

=====

Which of them is the most stable? Correct choice: a).

=====

a) Computed, not measured: 4 unconnected molecules or ions with the total composition C4H16O4, with ωB97M-V/def2-TZVPD.

Summary:
Kohn-Sham gap, eV: 11.36
E_LUMO, eV: 0.5
Net charge: 0
Multiplicity: 1

Each line ends with the natural charge from an NBO analysis.
Cartesian coordinates (Å):
C 1.812 1.067 0.248  -0.607
C 0.405 0.867 0.705  -0.438
C -0.608 0.563 -0.529  0.115
C -1.541 -0.642 -0.249  -0.641
O 0.095 0.274 -1.707  -0.739
H 1.955 1.863 -0.493  0.224
H 2.186 0.122 -0.299  0.160
H 2.549 1.208 1.007  0.230
H 0.309 -0.051 1.396  0.212
H 0.075 1.743 1.258  0.198
H -1.283 1.405 -0.658  0.176
H -2.192 -0.788 -1.060  0.214
H -0.909 -1.504 -0.327  0.198
H -2.149 -0.709 0.656  0.218
H 0.964 -0.043 -1.610  0.483
H 0.534 -2.590 1.505  0.489
H 1.730 -1.816 0.640  0.489
O 1.411 -2.377 1.333  -0.973
H -0.590 -2.114 -4.035  0.463
H -0.182 -1.346 -2.802  0.482
O 0.132 -2.024 -3.440  -0.958
H -1.422 3.033 2.629  0.465
H -1.340 1.557 2.872  0.466
O -1.941 2.301 2.962  -0.927

=====

b) Computed, not measured: 4 unconnected molecules or ions with the total composition C4H16O4, with ωB97M-V/def2-TZVPD.

Summary:
Kohn-Sham gap, eV: 10.09
E_LUMO, eV: 0.5
Net charge: 0
Multiplicity: 1

Each line ends with the natural charge from an NBO analysis.
Cartesian coordinates (Å):
C 14.865 -11.506 2.002  -0.268
O 15.729 -10.608 1.311  -0.776
H 13.834 -11.135 1.965  0.169
H 14.864 -12.532 1.644  0.195
H 15.088 -11.525 3.079  0.152
H 15.296 -9.734 1.363  0.517
C 18.358 -12.723 2.411  -0.246
O 17.666 -12.637 1.175  -0.748
H 19.078 -13.536 2.346  0.179
H 18.850 -11.765 2.591  0.160
H 17.680 -12.981 3.232  0.150
H 17.013 -11.915 1.236  0.491
C 16.297 -9.019 4.723  -0.264
O 15.601 -7.781 4.611  -0.754
H 17.302 -8.850 5.116  0.176
H 15.729 -9.701 5.364  0.168
H 16.430 -9.549 3.779  0.201
H 15.812 -7.237 5.369  0.487
C 13.156 -8.032 1.924  -0.255
O 14.573 -8.177 2.026  -0.763
H 12.543 -8.741 2.490  0.165
H 12.868 -7.069 2.367  0.169
H 12.954 -8.031 0.855  0.190
H 14.819 -8.000 2.952  0.504

=====

Which of them is the most stable? Correct choice: a).

=====

a) Computed, not measured: 4 unconnected molecules or ions with the total composition C4H16O4, with ωB97M-V/def2-TZVPD.

Summary:
Kohn-Sham gap, eV: 9.95
E_LUMO, eV: 0.5
Net charge: 0
Multiplicity: 1

Each line ends with the natural charge from an NBO analysis.
Cartesian coordinates (Å):
C -3.408 -0.408 0.272  -0.239
O -4.256 -1.069 1.185  -0.728
H -3.598 0.646 0.322  0.160
H -3.677 -0.626 -0.709  0.162
H -2.260 -0.651 0.543  0.180
H -5.042 -1.362 0.690  0.463
C 1.061 0.096 0.337  -0.206
O 0.251 1.074 -0.382  -0.813
H 0.689 -0.840 0.529  0.164
H 1.358 0.403 1.204  0.158
H 1.993 -0.088 -0.409  0.137
H 0.312 2.129 -0.110  0.515
C 1.299 -3.612 -0.491  -0.248
O 1.700 -4.839 0.129  -0.746
H 2.270 -2.976 -0.664  0.183
H 0.669 -2.977 0.160  0.165
H 0.770 -3.737 -1.464  0.170
H 1.084 -5.310 0.669  0.476
C 1.788 4.007 -0.567  -0.202
O 0.866 3.596 0.405  -0.735
H 2.617 3.810 -0.322  0.154
H 1.554 4.932 -0.771  0.164
H 1.547 3.417 -1.337  0.177
H 0.402 4.376 0.778  0.487

=====

b) Computed, not measured: 4 unconnected molecules or ions with the total composition C4H16O4, with ωB97M-V/def2-TZVPD.

Summary:
Kohn-Sham gap, eV: 10.38
E_LUMO, eV: 0.6
Net charge: 0
Multiplicity: 1

Each line ends with the natural charge from an NBO analysis.
Cartesian coordinates (Å):
C -1.746 -0.228 -1.809  -0.251
O -1.098 -0.604 -0.594  -0.768
H -2.749 -0.645 -1.819  0.184
H -1.807 0.862 -1.857  0.177
H -1.188 -0.600 -2.674  0.163
H -0.315 -0.051 -0.445  0.502
C 2.574 0.749 0.440  -0.249
O 1.590 0.298 -0.474  -0.755
H 2.334 0.323 1.414  0.181
H 3.596 0.442 0.207  0.176
H 2.588 1.840 0.487  0.170
H 1.982 0.033 -1.311  0.488
C 1.148 -3.118 0.357  -0.245
O 0.634 -2.903 -0.948  -0.752
H 0.353 -3.356 1.068  0.161
H 1.863 -3.936 0.334  0.175
H 1.656 -2.213 0.707  0.152
H -0.084 -2.256 -0.846  0.490
C -1.549 2.566 1.383  -0.253
O -2.707 2.855 0.618  -0.719
H -1.621 2.799 2.448  0.163
H -1.257 1.516 1.269  0.167
H -0.734 3.159 0.968  0.177
H -3.461 2.469 1.075  0.465

=====

Which of them is the most stable? Correct choice: b).